No. 1
Molecular formula: C10H16
Method: DFT, ωB97M-V with the def2-TZVPD basis set

The geometry in ORCA input format:
```
! wB97M-V def2-TZVPD RIJCOSX def2/J DEFGRID3
* xyz 0 1
H -1.407 -3.740 0.517
C -2.201 1.188 -0.249
H 2.459 -2.075 1.369
H 1.538 0.232 0.975
C -1.340 -1.616 0.669
C 1.077 2.720 -1.816
H -2.887 1.895 0.123
H 1.141 3.993 -3.704
H -1.299 1.259 1.829
H -2.839 0.353 -0.433
C -0.800 -2.894 0.831
C 0.542 -3.083 1.066
H 0.516 3.343 -1.170
H -1.715 1.493 -1.303
C 1.378 -1.957 1.227
C 1.791 3.546 -2.869
H 2.406 4.280 -2.499
C 0.924 -0.678 1.054
C -1.062 0.927 0.718
H -0.137 1.553 0.683
H 2.566 2.983 -3.431
H 1.852 2.153 -1.230
H 1.008 -4.087 1.129
H -2.539 -1.471 0.652
C -0.480 -0.510 0.848
H 0.357 1.982 -2.375
*
```

Computed properties:
HOMO: -8.8 eV
Energy: -390.5722 Ha
Gap between HOMO and LUMO: 9.818 eV
E_LUMO: 0.991 eV
F_max: 3.86 eV Å⁻¹
Energy relative to the best compared isomer or geometry (same formula, charge and spin): 1.732 eV
Structure (SMILES): CCc1ccccc1.CC

=====

No. 2
Molecular formula: C19H22BF2NO3S
Method: DFT, ωB97M-V with the def2-TZVPD basis set

The geometry in ORCA input format:
```
! wB97M-V def2-TZVPD RIJCOSX def2/J DEFGRID3
* xyz 0 1
C -3.571 -1.809 -1.646
O 3.063 3.467 2.758
H -1.078 -3.060 -3.564
H 7.186 2.241 4.411
O 4.400 2.119 4.328
H -3.374 -1.233 0.411
C 3.212 -1.822 3.107
H -0.979 -1.824 0.533
C 7.616 3.218 4.174
C -1.525 -1.965 -0.391
C -2.926 -2.324 -2.762
H -5.997 0.736 -6.804
C -1.581 -2.658 -2.694
C -7.149 0.734 -4.994
C 3.221 -0.483 2.736
F 3.550 4.239 5.011
H -5.102 -1.538 -6.446
H -8.185 0.453 -3.137
H 1.277 -3.070 0.627
C -6.140 -1.819 -4.590
H -4.618 -1.542 -1.705
C 1.822 -2.343 1.217
H 1.294 -0.687 -0.042
C -7.004 -1.260 -3.659
C -6.282 0.175 -5.923
C 1.831 -1.006 0.843
N 5.299 4.356 3.435
H 7.915 3.170 3.123
H 2.529 0.967 1.317
C 2.512 -2.752 2.350
H 3.766 0.241 3.327
H -5.750 -2.817 -4.432
H 3.753 -2.141 3.989
O 6.595 5.295 5.256
C -0.880 -2.477 -1.509
H 5.861 5.919 5.167
C -5.778 -1.102 -5.721
H 2.504 -3.794 2.643
B 6.534 4.312 4.340
C -2.871 -1.632 -0.460
H 0.171 -2.735 -1.459
F 5.661 4.090 2.111
C -7.510 0.017 -3.862
C 2.528 -0.077 1.604
S 4.010 3.374 3.796
H -7.283 -1.819 -2.775
H -7.544 1.729 -5.153
H 8.488 3.399 4.798
H -3.473 -2.459 -3.685
*
```

Computed properties:
HOMO: -9.2 eV
Energy: -1640.4333 Ha
Gap between HOMO and LUMO: 9.404 eV
E_LUMO: 0.230 eV
F_max: 0.49 eV Å⁻¹
Structure (SMILES): CB(O)N(F)S(=O)(=O)F.c1ccccc1.c1ccccc1.c1ccccc1